{
  "formula": "C3H8O2",
  "method": "ωB97M-V/def2-TZVPD",
  "species": ["C", "O", "C", "C", "O", "H", "H", "H", "H", "H", "H", "H", "H"],
  "positions_angstrom": [[-0.32, 0.51, 1.15], [-0.31, 1.88, 1.36], [-0.25, 0.25, -0.38], [0.48, -1.12, -0.60], [0.40, -1.38, -1.97], [0.46, 0.00, 1.72], [-1.31, 0.24, 1.56], [0.56, 2.17, 1.70], [-1.21, 0.26, -0.90], [0.32, 1.07, -0.83], [1.54, -0.95, -0.44], [0.03, -1.90, 0.01], [-0.38, -1.03, -2.39]],
  "nbo_charge": [-0.077, -0.419, -0.378, -0.044, -0.522, 0.217, 0.274, 0.515, 0.243, 0.253, 0.219, 0.221, 0.498],
  "homo_energy_ev": [-16.68, -15.49],
  "charge": 1,
  "multiplicity": 2,
  "de_lowest_ev": 1.864,
  "homo_lumo_gap_ha": [0.488, 0.199]
}